Entry 1:
C39H30BeNO3P2S2 as an isolated structure. Source: the OMol25 dataset; level of theory: ωB97M-V with the def2-TZVPD basis set.

Values from the calculation:
- charge = -1
- gap between HOMO and LUMO (eV) = 6.3
- multiplicity = 1
- E_HOMO (eV) = -3.83

CARTESIAN COORDINATES (ANGSTROEM)
Be  -0.461  0.490  -1.485
S  -1.292  -1.343  -0.673
P  -0.362  -1.133  1.158
C  0.064  0.357  1.766
P  -1.061  1.524  1.425
S  -1.380  2.167  -0.533
C  -2.736  1.145  2.096
C  -2.851  0.935  3.472
C  -4.043  0.496  4.026
C  -5.138  0.245  3.206
C  -5.030  0.435  1.837
C  -3.833  0.883  1.283
C  -0.618  3.058  2.331
C  0.705  3.257  2.709
C  1.083  4.431  3.347
C  0.140  5.415  3.616
C  -1.183  5.220  3.244
C  -1.557  4.048  2.601
C  -1.424  -2.081  2.338
C  -2.725  -2.467  2.047
C  -3.539  -3.016  3.035
C  -3.053  -3.191  4.320
C  -1.747  -2.813  4.619
C  -0.945  -2.254  3.639
C  1.157  -2.170  1.098
C  1.148  -3.444  0.535
C  2.314  -4.193  0.468
C  3.506  -3.671  0.960
C  3.521  -2.402  1.523
C  2.349  -1.655  1.592
H  -1.984  1.100  4.103
H  -4.116  0.332  5.094
H  -6.069  -0.106  3.636
H  -5.876  0.228  1.193
H  -3.735  1.026  0.215
H  1.413  2.461  2.506
H  2.115  4.577  3.642
H  0.435  6.332  4.113
H  -1.924  5.982  3.456
H  -2.589  3.899  2.303
H  -3.105  -2.322  1.042
H  -4.558  -3.298  2.797
H  -3.689  -3.611  5.091
H  -1.362  -2.943  5.624
H  0.061  -1.926  3.877
H  0.222  -3.838  0.132
H  2.299  -5.180  0.020
H  4.420  -4.250  0.897
H  4.450  -1.989  1.901
H  2.327  -0.655  2.016
O  1.442  0.646  -6.638
C  0.108  0.369  -6.595
C  -0.630  0.315  -7.774
C  -1.990  0.056  -7.747
C  -2.634  -0.137  -6.534
C  -1.896  -0.066  -5.362
C  -0.525  0.172  -5.365
C  0.209  0.172  -4.042
O  1.393  -0.136  -3.985
O  -0.546  0.502  -3.053
H  1.688  0.765  -7.562
H  -0.125  0.480  -8.721
H  -2.544  0.012  -8.676
H  -3.697  -0.334  -6.500
H  -2.372  -0.199  -4.400
N  1.248  0.481  -1.075
C  2.359  0.424  -1.319
C  3.777  0.332  -1.559
C  4.232  -0.176  -2.771
C  5.598  -0.277  -2.979
C  6.487  0.130  -1.992
C  6.017  0.639  -0.788
C  4.654  0.743  -0.566
H  3.505  -0.463  -3.521
H  5.970  -0.670  -3.916
H  7.554  0.055  -2.164
H  6.712  0.953  -0.020
H  4.265  1.123  0.370

Atomic forces in eV per Å
-0.1 -0.1 0.4
0.2 0.0 0.0
0.2 -0.1 0.3
-0.1 -0.1 -0.2
-0.1 0.3 0.1
0.2 -0.1 0.1
0.0 0.0 0.0
0.0 0.0 0.0
0.0 0.0 0.0
0.0 0.0 0.0
0.1 0.0 0.0
0.0 0.0 0.0
-0.1 0.0 -0.1
0.0 -0.1 0.0
0.0 0.0 0.0
0.0 0.0 0.0
0.0 0.0 0.0
0.0 0.0 0.0
0.0 0.1 0.0
0.0 -0.1 0.0
0.1 0.0 0.0
0.0 0.0 0.0
0.0 0.0 0.0
0.0 0.0 -0.1
-0.1 -0.1 -0.1
0.0 0.0 0.0
0.0 0.1 0.0
0.0 0.0 0.0
-0.1 0.0 0.0
0.1 0.0 0.0
0.0 0.0 0.0
0.0 0.0 0.0
0.0 0.0 0.0
0.0 0.0 0.0
0.0 0.0 0.0
0.0 0.0 0.0
0.0 0.0 0.0
0.0 0.0 0.0
0.0 0.0 0.0
0.0 0.0 0.0
0.0 0.0 0.0
0.0 0.0 0.0
0.0 0.0 0.0
0.0 0.0 0.0
0.0 0.0 0.0
0.0 0.0 0.0
0.0 0.0 0.0
0.0 0.0 0.0
0.0 0.0 0.0
0.0 0.0 0.0
0.0 0.0 0.0
0.0 0.0 0.0
0.0 0.0 0.0
0.0 0.0 0.0
0.0 0.0 0.0
0.0 0.0 0.0
0.0 0.0 0.0
0.2 0.0 0.0
-0.1 0.0 -0.1
-0.3 0.1 0.0
0.0 0.0 0.0
0.0 0.0 0.0
0.0 0.0 0.0
0.0 0.0 0.0
0.0 0.0 0.0
-0.4 0.1 -0.3
0.8 -0.1 0.1
-0.4 0.0 0.0
0.0 0.0 -0.1
0.0 0.0 0.0
0.0 0.0 0.0
0.0 0.0 0.0
0.1 0.0 0.2
0.0 0.0 0.0
0.0 0.0 0.0
0.0 0.0 0.0
0.0 0.0 0.0
0.0 0.0 0.0

Entry 2:
A 2-piece molecular cluster, CH3PS overall. Source: the OMol25 dataset; level of theory: ωB97M-V with the def2-TZVPD basis set.

Values from the calculation:
- gap between HOMO and LUMO (eV) = 6.6
- ΔE to the lowest compared entry with this formula, charge and spin (kJ/mol) = 148.3
- multiplicity = 1
- E_HOMO (eV) = -7.94

CARTESIAN COORDINATES (ANGSTROEM)
C  -0.168  0.124  -0.369
P  0.562  -1.659  -1.959
S  -1.085  -2.050  -2.853
H  0.365  0.888  -0.858
H  -1.156  -0.137  -0.607
H  0.453  -0.258  0.390

Atomic forces in eV per Å
2.2 -2.7 -2.6
-1.2 1.7 1.2
0.5 0.0 0.2
-0.1 1.4 -0.7
-1.1 0.1 0.4
-0.2 -0.5 1.5

Entry 3:
An isolated ion of composition C3H4NO3 and charge +1. Source: the OMol25 dataset; level of theory: ωB97M-V with the def2-TZVPD basis set.

Values from the calculation:
- charge = +1
- gap between HOMO and LUMO (alpha / beta) (eV) = 7.6 / 7.6
- ΔE to the lowest compared entry with this formula, charge and spin (kJ/mol) = 558.7
- multiplicity = 1
- E_HOMO (alpha / beta) (eV) = -14.57 / -14.57

CARTESIAN COORDINATES (ANGSTROEM)
C  -2.589  0.626  0.024
C  -1.320  0.600  -0.398
C  1.649  -0.006  0.310
N  0.664  -1.059  -0.055
O  -3.667  0.773  0.264
O  0.931  -2.237  0.047
O  -0.620  -0.711  -0.262
H  -0.840  1.297  -0.976
H  1.056  0.969  0.711
H  2.258  0.197  -0.605
H  2.479  -0.447  0.940

Atomic forces in eV per Å
3.4 -0.3 -1.3
1.2 -2.5 1.5
0.5 1.9 -0.1
-0.3 -1.1 2.0
-3.0 0.2 1.0
-1.3 3.5 -1.0
-0.3 -1.3 -0.3
0.7 1.6 -1.2
1.6 -2.6 -0.9
-0.9 0.3 0.3
-1.6 0.3 0.0

Entry 4:
A 2-piece molecular cluster, C22H41Cl2N2O5P overall. Source: the OMol25 dataset; level of theory: ωB97M-V with the def2-TZVPD basis set.

Values from the calculation:
- gap between HOMO and LUMO (eV) = 8.0
- multiplicity = 1
- E_HOMO (eV) = -8.16

CARTESIAN COORDINATES (ANGSTROEM)
C  -3.236  4.015  0.782
C  -4.427  3.066  1.059
C  -4.214  2.111  2.252
C  -2.843  1.404  2.249
C  -2.790  0.353  1.094
C  -1.627  0.592  0.074
C  -0.669  -0.656  -0.085
P  -1.912  -1.874  -0.736
O  -2.464  -2.762  0.316
C  -0.077  -0.896  1.320
C  0.944  -2.033  1.537
Cl  0.465  -3.604  0.745
C  1.215  -2.382  3.028
C  0.851  -1.310  4.048
Cl  3.013  -2.642  3.191
N  0.768  0.305  1.477
C  1.342  0.573  0.187
O  2.353  1.164  0.108
C  0.506  -0.114  -0.962
C  1.580  -1.098  -1.559
C  1.069  -2.271  -2.399
C  2.323  -3.012  -2.988
C  2.251  -3.073  -4.527
O  1.543  -4.256  -4.931
C  0.253  -3.996  -5.299
O  -0.017  -3.350  -6.217
N  0.076  0.702  -2.105
C  0.460  1.904  -2.249
C  1.764  2.243  -2.972
C  -0.332  3.128  -1.797
H  -2.568  3.551  0.054
H  -3.557  4.998  0.446
H  -2.669  4.117  1.713
H  -4.665  2.468  0.173
H  -5.298  3.696  1.257
H  -4.367  2.679  3.174
H  -4.964  1.320  2.161
H  -2.699  0.918  3.218
H  -2.047  2.151  2.151
H  -2.779  -0.640  1.547
H  -3.741  0.433  0.563
H  -1.100  1.491  0.389
H  -2.106  0.830  -0.873
H  -3.003  -1.124  -1.245
H  -1.445  -2.671  -1.796
H  -0.846  -1.070  2.068
H  1.911  -1.815  1.099
H  0.782  -3.348  3.265
H  1.071  -1.712  5.037
H  1.376  -0.374  3.886
H  -0.231  -1.131  4.056
H  0.306  1.093  1.913
H  2.190  -0.488  -2.227
H  2.283  -1.504  -0.823
H  0.579  -3.015  -1.779
H  0.420  -1.935  -3.212
H  2.337  -4.033  -2.601
H  3.253  -2.555  -2.637
H  3.267  -3.060  -4.925
H  1.746  -2.168  -4.873
H  -0.508  -4.463  -4.655
H  1.622  1.929  -4.013
H  1.929  3.320  -3.017
H  2.616  1.717  -2.547
H  -0.134  3.302  -0.736
H  -0.035  4.019  -2.349
H  -1.386  2.920  -1.986
C  4.131  1.342  3.551
O  3.437  0.875  4.708
H  3.728  0.836  2.677
H  3.988  2.420  3.443
H  5.197  1.116  3.639
H  3.809  1.334  5.468

Atomic forces in eV per Å
-0.2 -0.8 0.4
0.1 0.3 0.0
0.3 0.1 -0.4
-0.5 -0.1 -0.2
0.3 0.7 0.4
-1.1 -0.6 0.8
-0.9 1.0 -1.2
-0.5 -1.2 0.7
-0.1 0.0 0.5
0.8 -0.4 -0.5
-0.1 -1.1 0.1
0.1 0.3 0.1
0.6 0.8 -0.1
-0.6 -0.5 0.2
-0.2 -0.2 -0.1
-0.3 -0.7 -0.1
-2.4 -0.3 1.0
1.8 1.5 -1.0
1.1 -1.5 -0.7
-0.5 -0.6 0.0
1.3 -0.5 0.2
-0.9 0.0 -0.3
0.9 0.4 1.0
-0.3 0.2 0.5
0.9 -2.0 2.3
-1.1 2.3 -2.9
0.1 0.5 2.4
0.8 0.8 -0.8
-0.6 0.3 -0.3
-0.1 -0.4 -0.9
0.1 0.3 -0.1
0.1 -0.1 -0.1
0.0 0.3 -0.1
0.0 0.2 -0.1
-0.1 -0.3 0.0
0.0 -0.2 0.1
-0.2 0.2 0.4
0.0 0.0 -0.1
0.0 -0.1 0.0
0.0 0.0 -0.3
0.1 -0.2 -0.1
0.2 -0.1 -0.2
0.4 0.0 -0.2
0.7 0.2 -0.4
0.1 0.6 -0.2
-0.1 0.6 -0.1
-0.2 0.3 -0.1
-0.2 0.1 0.1
0.2 0.2 0.0
0.1 -0.1 0.1
0.1 0.0 -0.1
0.3 0.1 0.0
0.0 0.2 0.2
-0.3 0.0 0.1
-0.4 0.3 0.0
-0.1 0.0 0.2
0.1 0.0 -0.1
-0.1 0.2 -0.2
-0.2 -0.4 -0.3
0.0 -0.2 -0.3
0.2 -0.3 0.1
0.1 -0.2 0.1
0.2 -0.1 0.2
0.0 0.0 0.0
-0.1 -0.1 0.0
0.0 0.0 0.1
0.0 0.1 0.4
0.0 0.0 0.3
0.0 0.0 0.0
-0.1 0.0 0.1
0.1 0.0 -0.2
0.0 0.1 -0.2
-0.1 -0.1 0.0

Entry 5:
One molecule with the formula C6H9P. Source: the OMol25 dataset; level of theory: ωB97M-V with the def2-TZVPD basis set.

Values from the calculation:
- gap between HOMO and LUMO (eV) = 9.6
- ΔE to the lowest compared entry with this formula, charge and spin (kJ/mol) = 165.2
- multiplicity = 1
- E_HOMO (eV) = -8.58

CARTESIAN COORDINATES (ANGSTROEM)
C  -0.936  0.719  -1.027
C  0.096  -0.294  -1.359
C  -0.839  0.166  1.387
C  0.700  0.068  1.162
C  -1.436  0.899  0.215
C  0.929  -0.671  -0.167
P  2.067  -0.133  -1.541
H  -1.247  1.226  -1.979
H  -0.245  -1.040  -1.937
H  -1.195  -0.776  1.344
H  -1.025  0.746  2.253
H  0.991  1.152  1.283
H  1.011  -0.399  2.019
H  -2.174  1.609  0.246
H  0.947  -1.777  0.042
H  2.356  -1.496  -1.942

Atomic forces in eV per Å
0.2 0.6 -1.5
2.4 1.9 3.3
1.6 3.1 -2.0
-2.1 2.7 -1.6
2.4 -1.3 -2.3
0.2 -1.6 1.0
-1.1 0.1 0.5
-0.4 0.0 1.4
-1.1 -2.7 -1.9
-1.6 -3.3 0.7
-0.4 0.0 1.2
0.4 -1.1 -0.8
1.6 -1.6 1.7
-1.9 1.5 0.8
0.2 1.1 -0.3
-0.5 0.6 -0.1

Entry 6:
A 5-piece molecular cluster, CH12O4S overall. Source: the OMol25 dataset; level of theory: ωB97M-V with the def2-TZVPD basis set.

Values from the calculation:
- gap between HOMO and LUMO (eV) = 9.2
- ΔE to the lowest compared entry with this formula, charge and spin (kJ/mol) = 37.5
- multiplicity = 1
- E_HOMO (eV) = -8.63

CARTESIAN COORDINATES (ANGSTROEM)
C  1.238  -1.509  -0.030
S  3.038  -1.062  0.114
H  1.138  -2.585  0.052
H  0.943  -1.008  -0.943
H  0.673  -1.065  0.786
H  3.088  -1.262  1.463
H  -0.179  2.115  -0.826
H  -1.395  1.402  -0.090
O  -0.626  1.271  -0.645
H  -1.553  -0.258  -1.203
H  -2.427  -1.259  -1.938
O  -2.200  -0.971  -1.052
H  -2.695  -0.631  0.829
H  -3.105  0.120  2.118
O  -2.343  -0.164  1.604
H  1.687  1.804  0.354
H  2.632  2.895  -0.149
O  2.086  2.168  -0.444

Atomic forces in eV per Å
1.0 0.6 0.6
-0.7 -0.3 1.0
-0.2 0.0 -0.6
-0.3 -0.5 -0.2
0.1 0.2 0.0
0.2 0.1 -0.7
-0.3 -0.4 0.1
-0.1 0.4 0.5
0.4 0.0 -0.4
0.0 -0.1 0.2
-0.2 -0.2 0.0
0.2 0.2 -0.3
0.1 0.0 0.0
0.0 -0.1 0.0
-0.1 0.2 -0.1
0.1 -0.2 0.0
0.2 0.2 0.1
-0.4 0.1 -0.2

Entry 7:
A 2-piece molecular cluster, C2H2IN3O overall. Source: the OMol25 dataset; level of theory: ωB97M-V with the def2-TZVPD basis set.

Values from the calculation:
- gap between HOMO and LUMO (alpha / beta) (eV) = 8.0 / 8.4
- ΔE to the lowest compared entry with this formula, charge and spin (kJ/mol) = 423.6
- multiplicity = 1
- E_HOMO (alpha / beta) (eV) = -9.63 / -9.75

CARTESIAN COORDINATES (ANGSTROEM)
C  1.298  -1.092  -0.144
C  -0.316  0.190  0.052
N  0.139  -0.764  -0.718
N  0.448  0.440  1.101
N  -2.537  1.357  -0.407
O  1.466  -0.449  0.984
I  -3.785  -0.203  0.052
H  2.038  -1.806  -0.505
H  -2.245  1.665  0.475

Atomic forces in eV per Å
-2.1 -0.2 -1.1
0.8 0.5 1.6
1.6 -1.2 -1.2
-2.1 1.3 0.2
0.1 -1.9 -1.6
1.3 -0.1 -0.1
0.3 0.5 -0.2
-0.3 0.3 0.3
0.5 0.9 2.1